Entry 1:
Entry from the Open Molecules 2025 dataset: a molecular structure, C14H25AuFN3SSi (ωB97M-V with the def2-TZVPD basis set).

Each line ends with the natural charge from an NBO analysis.
Cartesian coordinates (Å):
1 H 5.15374 -1.59832 -2.13065  0.220
2 H 2.77648 -4.74973 -3.80463  0.207
3 H -3.25141 -1.35882 -1.40622  0.230
4 N 0.49229 3.81436 1.39644  -0.576
5 C -2.28069 -0.87032 -1.54403  -1.124
6 N -1.22496 2.40056 0.67131  -0.598
7 H -2.20691 -0.54071 -2.58420  0.244
8 C 4.20459 -2.07505 -2.33824  -0.290
9 C 1.75908 -1.97172 -2.08469  0.098
10 H -3.79472 1.86983 1.50407  0.219
11 H -2.26679 0.02445 -0.91156  0.201
12 H -2.35740 -3.96744 -1.34773  0.236
13 H -1.86062 -2.37105 1.16464  0.222
14 C -1.67507 1.73731 1.89974  -0.226
15 H -0.47447 -1.25988 1.22964  0.220
16 C 2.87502 -3.82062 -3.25639  -0.213
17 H 1.39348 4.16910 1.11682  0.420
18 H -3.16269 3.21781 2.45565  0.205
19 C 4.12839 -3.27026 -3.03817  -0.252
20 H -0.67846 -4.51511 -1.38985  0.239
21 C -1.36121 -3.73431 -1.73499  -1.140
22 C -3.08843 2.14146 2.29022  -0.614
23 H 0.49985 2.68059 3.98255  0.210
24 H -0.20637 -2.99966 1.10677  0.237
25 Au 0.61318 0.71550 -1.41144  0.462
26 H 0.35944 4.25518 4.78018  0.223
27 H 0.05951 5.40391 2.64436  0.210
28 S 0.65875 3.01010 -1.09888  -0.227
29 H -1.41175 -3.78191 -2.82618  0.234
30 C -0.08147 3.06116 0.45927  0.374
31 H -1.57862 1.98752 -0.17923  0.426
32 H 1.75962 3.89204 3.76502  0.217
33 F 3.21628 -0.32293 -1.17182  -0.355
34 H 0.76872 -3.62510 -3.01272  0.210
35 H -3.38520 1.62826 3.20606  0.222
36 H 5.02315 -3.75645 -3.40246  0.210
37 Si -0.86503 -2.03502 -1.10306  1.835
38 C -0.85305 -2.18152 0.77666  -1.136
39 H -1.63313 0.66200 1.71801  0.221
40 H -1.10946 4.10622 2.69631  0.209
41 C -0.04573 4.31837 2.65951  -0.224
42 C 0.68329 3.74953 3.86999  -0.614
43 C 1.73136 -3.18627 -2.79886  -0.254
44 C 3.05501 -1.47303 -1.87892  0.392
45 N 0.61241 -1.32773 -1.63422  -1.210
46 H -0.96998 1.94771 2.69591  0.201

Atomic forces in eV per Å
H -0.0098 0.0158 0.0213
H 0.0000 0.0088 0.0113
H 0.0722 0.0162 0.0137
N 0.0202 -0.0541 0.0835
C -0.0311 0.0294 -0.0336
N -0.0753 0.0297 0.1649
H -0.0187 -0.0075 0.0655
C 0.0366 -0.0720 -0.0442
C -0.0318 -0.1315 0.0215
H 0.0060 0.0253 0.0277
H -0.0311 -0.0613 -0.0548
H 0.0326 0.0307 0.0276
H 0.0669 -0.0125 0.0064
C -0.1002 0.0821 -0.0484
H 0.0015 -0.0496 -0.0309
C -0.0183 -0.0085 -0.0011
H 0.0281 0.0063 0.0024
H -0.0164 -0.0286 -0.0052
C -0.0405 0.0050 0.0096
H -0.0299 0.0273 -0.0389
C 0.1575 -0.0340 -0.1368
C 0.0538 0.0052 -0.0097
H 0.0376 0.0185 0.0143
H -0.0119 0.0499 -0.0084
Au 0.0616 -0.0847 -0.1153
H -0.0074 -0.0152 -0.0241
H -0.0081 0.0252 -0.0240
S -0.0196 -0.0082 0.1144
H -0.0301 -0.0069 0.0560
C -0.0901 0.0565 -0.0637
H 0.0593 -0.0743 -0.0413
H -0.0126 0.0156 0.0357
F 0.0003 0.0518 0.0214
H 0.0000 -0.0022 -0.0362
H -0.0045 0.0005 -0.0387
H 0.0039 0.0227 0.0099
Si -0.1022 0.1762 0.2748
C -0.0797 -0.0140 0.0252
H 0.0271 -0.0256 0.0076
H -0.0579 0.0144 -0.0267
C 0.0707 -0.0418 -0.0152
C -0.0150 -0.0062 -0.0680
C -0.0736 0.1187 0.0346
C -0.0130 0.0235 0.0714
N 0.1330 -0.1126 -0.2739
H 0.0599 -0.0042 0.0187

Summary:
M in g mol⁻¹: 511.5
HOMO energy in eV: -6.835
Lowest unoccupied orbital energy in eV: 0.32
Net charge: 0

=====

Entry 2:
Entry from the Open Molecules 2025 dataset: 2 unconnected molecules or ions with the total composition C14H25BBr2N3O3S (ωB97M-V with the def2-TZVPD basis set).

Each line ends with the natural charge from an NBO analysis.
Cartesian coordinates (Å):
1 N 1.06866 -2.16197 -2.84662  -0.835
2 N 2.42602 3.67044 -2.30198  -0.899
3 C 1.08401 -1.06533 -0.63063  -0.399
4 C -2.21438 0.99057 0.02405  0.088
5 H 0.61631 -4.56171 3.65909  0.216
6 H 1.51626 1.61038 2.90376  0.228
7 H -0.23662 -3.49774 2.51435  0.275
8 S -0.23587 0.29743 2.01395  2.006
9 H 2.07501 4.41045 -2.90422  0.366
10 H 1.84025 1.78154 -0.84143  0.219
11 C 0.51413 -5.35855 1.67447  -0.451
12 C 1.50118 2.61730 -0.23785  -0.520
13 H -0.05321 2.89917 1.20753  0.230
14 H 0.46267 -1.48710 -3.30194  0.349
15 H -0.83089 -0.58247 -1.40639  0.212
16 C 1.74540 3.86262 -1.03866  0.718
17 C -0.00327 -0.03154 -0.95836  -0.642
18 H 1.67728 -2.48987 -3.58885  0.339
19 H 0.36591 0.61822 -1.76376  0.183
20 C 0.58568 -4.20012 2.63334  -0.462
21 C -4.33339 0.29223 0.55357  0.036
22 H 2.14225 2.71683 0.63828  0.226
23 H -0.57632 3.16444 -0.41012  0.213
24 H -0.28155 -6.04156 1.96451  0.218
25 H 2.68112 -2.14824 -1.53907  0.175
26 C 1.49473 0.64302 2.41306  -0.881
27 O 1.38552 4.95251 -0.70417  -0.577
28 C 1.89746 -1.45603 -1.85627  -0.210
29 O -0.38041 -1.15003 2.13415  -1.021
30 H 1.45364 -5.89801 1.61287  0.218
31 H -4.49964 2.26245 -2.16902  0.195
32 H 2.13724 0.64760 1.54099  0.216
33 O -0.94873 1.08720 3.01772  -1.003
34 C -4.91746 0.99090 -0.49110  -0.302
35 C -2.73000 1.70184 -1.07176  -0.265
36 Br 2.19347 -3.15794 2.38330  -0.014
37 Br 0.08896 -4.78649 -0.13480  0.003
38 H 0.59921 -1.97461 -0.28592  0.229
39 H -5.98796 0.96594 -0.63266  0.198
40 N -3.02964 0.27881 0.82109  -0.427
41 H 3.40267 3.91124 -2.15503  0.370
42 B -0.59511 0.96365 0.22491  0.051
43 C 0.02108 2.49023 0.19912  -0.627
44 H 1.79083 -0.73120 0.12404  0.186
45 H 2.40522 -0.57512 -2.26816  0.148
46 H 1.77921 -0.13341 3.11611  0.240
47 H -4.96558 -0.29261 1.21139  0.172
48 H -2.04689 2.24283 -1.71060  0.203
49 C -4.08446 1.71179 -1.33627  -0.188

Atomic forces in eV per Å
N 0.2227 0.2381 -0.2635
N -0.1386 0.2029 -0.1787
C -0.1007 0.0309 -0.7180
C 0.3696 0.0682 0.2677
H 0.0187 -0.0313 -0.0040
H 0.0275 0.1396 -0.0145
H 0.0149 0.0555 -0.0257
S -0.4931 0.0733 0.2525
H 0.1072 0.1206 -0.0102
H 0.0388 -0.2174 0.1089
C -0.1108 -0.0103 -0.1142
C 0.0016 0.2524 -0.1564
H -0.1425 0.1870 0.0437
H -0.1861 -0.0084 0.1403
H -0.1453 -0.0512 -0.0093
C 0.2688 -0.6555 -0.1591
C 0.1407 0.0710 0.2916
H -0.0218 -0.1318 -0.0168
H 0.0388 0.1075 -0.0739
C -0.1406 0.1328 0.0220
C -0.0387 0.0523 -0.0734
H 0.0948 -0.1609 0.1082
H -0.1517 -0.0683 -0.1857
H -0.0142 0.0224 0.0382
H 0.0502 -0.0975 -0.0314
C -0.1065 0.1278 0.0591
O -0.4930 0.9028 0.1920
C 0.0455 -0.2879 0.2666
O 0.1056 -0.3672 -0.0758
H 0.0201 -0.0254 0.0332
H 0.0352 0.0770 -0.1129
H 0.0741 -0.1545 -0.0550
O 0.0054 0.1333 0.0166
C 0.0761 -0.0181 0.0371
C -0.0944 -0.0019 0.0253
Br 0.2683 -0.0557 -0.0077
Br 0.0817 -0.0600 0.0057
H 0.1000 0.0408 0.3882
H -0.0976 -0.0175 -0.0268
N -0.1446 0.0984 -0.2227
H 0.1342 -0.3205 -0.0126
B -0.1928 0.0016 -0.5323
C 0.4177 -0.2844 0.4219
H -0.0317 0.0274 0.1667
H -0.0204 0.1367 -0.0825
H 0.0893 -0.1176 0.0151
H -0.0105 -0.0804 0.1353
H 0.0453 0.0688 -0.0720
C -0.0174 -0.1451 0.1994

Summary:
M in g mol⁻¹: 486.1
HOMO energy in eV: -5.215
Lowest unoccupied orbital energy in eV: 2.61
Net charge: -1

=====

Question: Among the records above, which one has the highest net charge?
Answer: C14H25AuFN3SSi